Record 1
Entry from the OMol25 dataset: 2 unconnected molecules or ions with the total composition C2H5IO2 in a non-equilibrium geometry (the ωB97M-V functional and the def2-TZVPD basis).

Its HOMO energy is -9.01 eV. The HOMO-LUMO gap comes out at 9.1 eV.

Atoms and positions in Å:
C 0.932 2.019 -0.028
C -0.481 0.307 -0.216
O -0.442 -3.567 0.210
O -0.188 1.328 0.495
I -2.368 -0.410 0.301
H 1.281 1.445 -0.897
H 1.845 2.034 0.712
H 0.530 2.998 -0.032
H -1.164 -2.967 0.031
H 0.056 -3.187 -0.576

Record 2
Entry from the OMol25 dataset: 3 unconnected molecules or ions with the total composition C4H15NO2 in a non-equilibrium geometry (the ωB97M-V functional and the def2-TZVPD basis).

Its HOMO energy is -8.85 eV. Its SMILES is CCNCC.O.O. The HOMO-LUMO gap comes out at 9.6 eV.

Atoms and positions in Å:
C 0.010 -1.119 -1.307
C -0.083 -0.016 -0.233
N -1.306 -0.176 0.619
C -0.997 -0.196 2.059
C -0.145 -1.361 2.565
H -0.437 -2.044 -0.934
H -0.407 -0.821 -2.265
H 1.055 -1.390 -1.460
H -0.238 0.947 -0.726
H 0.879 0.001 0.274
H -1.589 -1.102 0.376
H -0.558 0.758 2.346
H -1.996 -0.329 2.490
H -0.298 -2.328 2.094
H -0.271 -1.316 3.648
H 0.902 -1.096 2.373
O 2.482 1.205 -1.751
H 1.588 1.513 -1.571
H 3.082 1.933 -1.597
O -0.248 2.464 -2.200
H -1.034 2.267 -1.686
H -0.391 2.206 -3.114

Record 3
Entry from the OMol25 dataset: a molecular structure, C5H6O5Tl in a non-equilibrium geometry (the ωB97M-V functional and the def2-TZVPD basis).

The charge is -1. Its HOMO energy is -3.62 eV. The HOMO-LUMO gap comes out at 6.7 eV.

Atoms and positions in Å:
H -0.324 3.165 -2.242
O 0.433 2.607 0.562
C -0.307 2.199 -1.739
C 0.074 2.126 -0.474
H -0.709 1.295 -2.196
H 1.831 -2.478 0.172
C 1.168 -1.736 0.687
C 0.466 -0.980 -0.448
O -0.391 0.039 0.083
C -1.767 -0.436 0.810
O -2.399 -1.292 0.226
O -1.890 0.166 1.873
Tl 0.491 0.749 2.111
O 1.823 -0.925 1.573
H 0.380 -2.365 1.177
H -0.103 -1.659 -1.104
H 1.221 -0.474 -1.069

Record 4
Entry from the OMol25 dataset: a molecular structure, C26H21N7O2SSeZr in a non-equilibrium geometry (the ωB97M-V functional and the def2-TZVPD basis).

The charge is +2. Its HOMO energy is -13.55 eV. The HOMO-LUMO gap comes out at 5.9 eV.

Atoms and positions in Å:
Zr -0.515 -0.253 0.045
O -1.510 1.260 0.594
C -1.471 2.135 1.603
C -2.504 3.073 1.725
C -2.539 3.972 2.771
C -1.529 3.979 3.731
C -0.488 3.089 3.625
C -0.429 2.143 2.581
C 0.699 1.273 2.477
N 0.810 0.434 1.493
N 1.972 -0.278 1.338
C 2.134 -0.714 0.114
O 1.240 -0.446 -0.823
C 3.324 -1.500 -0.194
C 3.430 -2.176 -1.412
C 4.513 -2.993 -1.666
C 5.525 -3.116 -0.726
C 5.457 -2.398 0.458
C 4.368 -1.596 0.731
H -3.266 3.084 0.960
H -3.348 4.682 2.836
H -1.559 4.693 4.539
H 0.319 3.113 4.341
H 1.515 1.337 3.198
H 2.664 -2.035 -2.168
H 4.585 -3.523 -2.602
H 6.367 -3.763 -0.922
H 6.264 -2.463 1.169
H 4.304 -1.028 1.645
N -3.138 -2.289 0.247
C -2.547 -1.674 1.315
S -0.954 -2.168 1.717
N -3.259 -0.740 1.942
C -3.070 -0.008 3.139
C -4.086 0.901 3.439
C -4.064 1.607 4.625
C -3.033 1.404 5.528
C -2.022 0.507 5.229
C -2.024 -0.199 4.038
H -2.759 -3.197 0.002
H -4.142 -2.218 0.129
H -4.187 -0.564 1.555
H -4.903 1.041 2.744
H -4.859 2.303 4.848
H -3.024 1.933 6.466
H -1.226 0.338 5.935
H -1.243 -0.919 3.858
Se 0.259 -3.290 -2.285
N -0.107 -2.621 -3.820
C -0.846 -1.519 -3.687
C -1.313 -0.637 -4.678
C -1.963 0.496 -4.245
C -2.123 0.762 -2.875
N -1.743 -0.067 -1.910
C -1.143 -1.205 -2.324
N -0.675 -2.081 -1.415
H -1.145 -0.847 -5.722
H -2.326 1.221 -4.958
H -2.574 1.691 -2.548

Record 5
Entry from the OMol25 dataset: a molecular structure, C22H20FeNO5S (the ωB97M-V functional and the def2-TZVPD basis).

The spin multiplicity is 6. The charge is -2. Its HOMO energy (spin up / spin down) is 1.92 / -1.55 eV. The HOMO-LUMO gap (spin up / spin down) comes out at 2.3 / 5.8 eV.

Atoms and positions in Å:
Fe 0.092 -0.933 0.197
O 1.068 0.899 0.544
N 0.361 1.952 0.869
C 0.946 3.153 0.680
C 0.326 4.331 0.998
C -0.967 4.274 1.527
C -1.558 3.051 1.702
C -0.911 1.840 1.370
S -1.630 0.312 1.568
H 1.934 3.077 0.253
H 0.838 5.266 0.822
H -1.500 5.181 1.787
H -2.560 2.964 2.097
O 0.051 -2.769 1.137
C 1.276 -3.023 0.764
O 1.839 -2.115 0.030
C 1.942 -4.221 1.145
C 3.290 -4.500 0.731
C 3.924 -5.659 1.099
C 3.283 -6.635 1.904
C 1.954 -6.370 2.320
C 1.304 -5.217 1.962
H 3.795 -3.765 0.116
H 4.944 -5.831 0.764
H 3.790 -7.549 2.190
H 1.435 -7.098 2.939
H 0.288 -5.031 2.290
C -4.714 -0.309 -6.743
C -3.768 -0.114 -5.586
C -2.461 0.305 -5.790
C -1.577 0.479 -4.727
C -0.171 0.954 -4.988
C -2.008 0.205 -3.429
C -3.316 -0.233 -3.201
C -3.794 -0.554 -1.811
C -4.179 -0.371 -4.284
C -1.062 0.409 -2.254
O -0.606 1.540 -2.073
O -0.851 -0.636 -1.563
H -4.304 0.117 -7.660
H -5.678 0.165 -6.551
H -4.904 -1.370 -6.927
H -2.118 0.508 -6.801
H 0.020 1.019 -6.061
H 0.558 0.275 -4.543
H -0.007 1.926 -4.525
H -3.531 0.232 -1.100
H -3.309 -1.457 -1.440
H -4.877 -0.696 -1.800
H -5.199 -0.699 -4.102

Record 6
Entry from the OMol25 dataset: a molecular structure, C16H33FeN5OSSi2 (the ωB97M-V functional and the def2-TZVPD basis).

The spin multiplicity is 6. The charge is +1. Its HOMO energy (spin up / spin down) is -10.22 / -10.87 eV. The HOMO-LUMO gap (spin up / spin down) comes out at 8.0 / 6.6 eV.

Atoms and positions in Å:
Fe -0.266 -0.082 0.215
N -2.372 0.854 0.910
N -3.288 0.058 1.593
C -3.155 -1.286 1.616
N -4.121 -1.946 2.267
S -1.885 -2.099 0.883
H -1.967 1.555 1.521
H -2.827 1.312 0.124
H -4.073 0.501 2.046
H -4.909 -1.487 2.691
H -4.071 -2.949 2.294
C -3.932 -0.032 -2.014
Si -2.647 1.083 -2.808
C -2.770 2.767 -1.982
C -3.001 1.282 -4.621
C -0.936 0.365 -2.474
C -0.796 -1.077 -2.335
C -1.531 -1.987 -3.103
C -1.263 -3.341 -3.005
C -0.288 -3.779 -2.123
C 0.371 -2.834 -1.353
N 0.128 -1.529 -1.444
Si 0.655 1.346 -2.846
C 0.824 1.237 -4.700
C 2.193 0.614 -2.082
C 0.533 3.134 -2.361
H -4.777 0.558 -1.646
H -3.517 -0.610 -1.182
H -4.338 -0.754 -2.727
H -3.762 2.906 -1.542
H -2.634 3.568 -2.712
H -2.017 2.921 -1.205
H -4.009 1.684 -4.755
H -2.940 0.338 -5.169
H -2.298 1.978 -5.084
H -2.268 -1.623 -3.806
H -1.810 -4.048 -3.615
H -0.052 -4.828 -2.019
H 1.122 -3.127 -0.630
H 0.754 0.206 -5.057
H 1.795 1.635 -5.006
H 0.049 1.819 -5.204
H 2.435 -0.353 -2.531
H 2.123 0.462 -1.007
H 3.032 1.291 -2.268
H -0.243 3.660 -2.920
H 1.487 3.617 -2.588
H 0.340 3.268 -1.294
N 1.483 -0.407 4.026
C 1.060 -0.031 2.812
O 0.861 -0.859 1.919
C 0.797 1.434 2.563
C 0.515 1.695 1.089
H 1.684 -1.377 4.205
H 1.717 0.274 4.726
H 1.662 1.993 2.939
H -0.050 1.721 3.197
H 1.451 1.794 0.536
H -0.083 2.597 0.938

Record 7
Entry from the OMol25 dataset: a molecular structure, C5H13N in a non-equilibrium geometry (the ωB97M-V functional and the def2-TZVPD basis).

Its HOMO energy is -6.33 eV. The HOMO-LUMO gap comes out at 5.1 eV.

Atoms and positions in Å:
C 1.889 -1.128 0.975
N 0.498 -1.482 1.379
C -0.522 1.894 -0.709
C -1.230 0.621 -0.753
C 0.027 0.155 -1.496
C -1.559 0.047 0.575
H 1.984 -1.210 -0.114
H 2.566 -1.818 1.464
H 2.116 -0.090 1.261
H 0.574 -1.468 2.399
H -0.448 2.586 -1.531
H -0.160 2.151 0.282
H -2.145 0.624 -1.356
H -0.130 -0.938 -1.648
H 0.998 0.160 -1.000
H 0.030 0.510 -2.531
H -2.210 -0.814 0.431
H -1.960 0.801 1.242
H -0.316 -0.602 1.129

Record 8
Entry from the OMol25 dataset: a molecular structure, C27H41BrN2P2Pd in a non-equilibrium geometry (the ωB97M-V functional and the def2-TZVPD basis).

The spin multiplicity is 5. The charge is +4. Its HOMO energy (spin up / spin down) is -19.19 / -19.03 eV. The HOMO-LUMO gap (spin up / spin down) comes out at 6.1 / 5.0 eV.

Atoms and positions in Å:
C -0.629 7.250 -6.169
C -0.800 5.885 -6.446
C -1.114 5.511 -7.760
C -1.226 6.507 -8.740
N -1.050 7.796 -8.460
C -0.761 8.175 -7.217
C -0.670 4.891 -5.406
C -0.608 4.070 -4.505
C -0.560 3.147 -3.455
C 0.500 3.272 -2.543
C 0.625 2.309 -1.548
C -0.316 1.285 -1.570
C -1.434 1.181 -2.377
C -1.545 2.150 -3.366
Pd 0.204 -0.184 -0.315
P 2.106 -0.996 -1.063
H -1.270 4.460 -8.007
H -0.400 7.581 -5.155
H -1.464 6.230 -9.765
H -0.625 9.237 -7.020
H -2.363 2.140 -4.079
H 1.215 4.086 -2.627
H -2.168 0.387 -2.243
H 1.429 2.362 -0.818
C 2.412 -2.604 -0.257
C 3.274 -3.582 -1.052
H 1.420 -3.033 -0.048
H 2.876 -2.380 0.714
H 3.436 -4.475 -0.434
H 2.782 -3.907 -1.977
H 4.261 -3.170 -1.302
C 1.866 -1.201 -2.853
C 2.867 -0.487 -3.755
H 0.852 -0.811 -3.042
H 1.831 -2.276 -3.075
H 2.595 -0.675 -4.802
H 2.855 0.600 -3.606
H 3.891 -0.853 -3.612
C 3.488 0.125 -0.710
C 4.875 -0.520 -0.736
H 3.282 0.545 0.287
H 3.427 0.963 -1.421
H 5.628 0.257 -0.552
H 4.985 -1.279 0.050
H 5.109 -0.978 -1.706
Br -1.463 -2.025 -0.054
P -2.521 -3.273 -4.082
C -0.698 -3.451 -3.978
C -0.274 -4.900 -4.241
H -0.393 -3.113 -2.976
H -0.265 -2.783 -4.737
H 0.788 -4.954 -4.505
H -0.429 -5.538 -3.363
H -0.841 -5.340 -5.072
C -3.101 -3.100 -2.366
C -4.494 -3.659 -2.106
H -3.065 -2.025 -2.129
H -2.361 -3.633 -1.743
H -4.640 -3.771 -1.028
H -5.273 -2.987 -2.479
H -4.628 -4.639 -2.574
C -2.795 -1.616 -4.815
C -3.039 -1.716 -6.328
H -1.928 -0.979 -4.585
H -3.686 -1.199 -4.323
H -3.454 -0.774 -6.706
H -2.115 -1.917 -6.882
H -3.755 -2.515 -6.565
C -0.137 0.183 4.316
C -0.066 0.108 2.868
N 0.011 0.034 1.716
H 0.740 -0.318 4.748
H -1.051 -0.323 4.649
H -0.155 1.232 4.638